Entry 1:
Here is a molecular structure, C43H115AsF6N9O11 at a distorted geometry from the OMol25 dataset. Energies are from the ωB97M-V functional and the def2-TZVPD basis.

Output
* E: -159532.41016 eV
* gap between HOMO and LUMO: 8.21 eV

```
! wB97M-V def2-TZVPD RIJCOSX def2/J DEFGRID3
* xyz -1 1
As -0.160 -0.172 0.550
F -0.999 -1.545 -0.146
F -1.351 -0.125 1.839
F 0.696 1.187 1.277
F 0.975 -0.142 -0.786
F -1.170 0.975 -0.301
F 0.876 -1.247 1.432
C 3.353 -2.352 -1.249
C 4.277 -3.426 -1.827
C 4.720 -2.973 -3.236
C 5.802 -1.933 -3.167
C 6.980 -2.526 -2.371
C 6.676 -2.982 -0.953
N 5.419 -3.725 -0.965
O 5.041 -4.259 0.294
C 7.804 -3.940 -0.570
C 6.639 -1.709 -0.066
C 3.395 -4.671 -1.981
H 3.125 -2.535 -0.194
H 2.463 -2.073 -1.806
H 3.883 -1.391 -1.168
H 5.015 -3.784 -3.910
H 3.804 -2.632 -3.735
H 5.465 -0.994 -2.719
H 6.139 -1.644 -4.166
H 7.658 -1.660 -2.389
H 7.596 -3.218 -2.951
H 7.804 -4.844 -1.176
H 8.779 -3.454 -0.623
H 7.638 -4.268 0.460
H 7.661 -1.383 0.127
H 6.062 -0.899 -0.508
H 6.161 -1.946 0.889
H 3.044 -4.926 -0.977
H 3.897 -5.549 -2.388
H 2.456 -4.504 -2.513
H 4.599 -3.503 0.719
C 0.008 1.914 4.287
O -1.290 2.106 4.851
H 0.373 2.661 3.585
H 0.678 1.775 5.145
H -0.066 0.920 3.847
H -1.270 2.846 5.467
C 1.910 -2.807 3.960
O 2.677 -2.504 2.811
H 2.029 -2.004 4.689
H 0.861 -2.924 3.676
H 2.186 -3.766 4.399
H 2.140 -2.025 2.158
C 0.799 3.814 -1.157
C -0.100 4.578 -0.169
C -1.153 5.374 -0.927
O -0.556 6.344 -1.790
C -1.577 7.139 -2.378
N -0.848 3.666 0.696
H 0.227 3.219 -1.874
H 1.457 3.138 -0.611
H 1.389 4.548 -1.713
H 0.564 5.201 0.435
H -1.866 5.853 -0.251
H -1.684 4.693 -1.596
H -2.132 6.505 -3.083
H -1.138 7.937 -2.972
H -2.272 7.472 -1.605
H -0.273 3.118 1.317
H -1.230 3.011 0.025
C -3.625 4.600 2.923
C -4.404 3.276 3.114
C -4.080 2.306 2.004
O -4.933 1.191 2.076
C -4.869 0.380 0.951
N -4.164 2.665 4.437
H -3.643 4.973 1.895
H -2.573 4.392 3.132
H -4.042 5.389 3.550
H -5.459 3.567 3.080
H -3.048 1.945 2.081
H -4.189 2.846 1.054
H -5.431 0.706 0.061
H -5.246 -0.614 1.176
H -3.849 0.306 0.550
H -4.538 3.377 5.071
H -3.159 2.735 4.596
C -2.559 -4.224 2.480
C -3.507 -4.087 1.291
C -3.473 -5.346 0.419
O -4.053 -5.054 -0.851
C -4.009 -6.155 -1.726
N -4.842 -3.771 1.817
H -1.511 -4.287 2.181
H -2.886 -5.102 3.044
H -2.613 -3.330 3.098
H -3.178 -3.228 0.698
H -4.064 -6.138 0.902
H -2.460 -5.742 0.282
H -2.961 -6.453 -1.834
H -4.344 -5.855 -2.720
H -4.636 -7.010 -1.457
H -5.475 -3.650 1.029
H -5.176 -4.655 2.214
C 4.592 0.966 -6.700
C 3.912 2.103 -5.918
C 3.450 1.665 -4.524
O 2.583 0.559 -4.663
C 1.918 0.269 -3.446
N 4.813 3.268 -5.874
H 3.809 0.331 -7.118
H 5.114 0.305 -6.006
H 5.223 1.368 -7.486
H 2.971 2.397 -6.392
H 2.924 2.522 -4.076
H 4.253 1.453 -3.802
H 0.963 0.797 -3.381
H 2.513 0.359 -2.539
H 1.610 -0.780 -3.488
H 4.287 3.987 -5.370
H 5.514 3.013 -5.173
C -1.517 -1.381 5.650
C -2.962 -0.935 5.394
C -3.539 -0.123 6.560
O -4.823 0.327 6.160
C -5.505 0.834 7.272
N -3.032 -0.176 4.125
H -1.523 -2.167 6.419
H -0.935 -0.550 6.067
H -0.971 -1.749 4.785
H -3.491 -1.868 5.173
H -2.851 0.700 6.786
H -3.528 -0.800 7.422
H -5.073 1.785 7.613
H -5.569 0.111 8.095
H -6.542 1.087 7.034
H -2.197 0.415 4.157
H -2.647 -0.795 3.410
C -5.919 -0.971 -3.061
C -5.041 -2.115 -2.512
C -3.607 -1.684 -2.268
O -3.079 -1.173 -3.476
C -1.683 -0.967 -3.338
N -5.667 -2.648 -1.298
H -6.052 -0.122 -2.391
H -6.880 -1.381 -3.379
H -5.459 -0.543 -3.957
H -5.060 -2.906 -3.275
H -3.029 -2.570 -1.973
H -3.468 -0.955 -1.465
H -1.569 -0.173 -2.589
H -1.164 -0.658 -4.245
H -1.193 -1.870 -2.962
H -5.117 -3.503 -1.144
H -6.630 -2.907 -1.465
C -2.085 3.066 -4.424
C -3.345 3.476 -3.654
C -4.632 2.972 -4.311
O -4.715 3.397 -5.653
C -5.192 4.712 -5.804
N -3.280 2.923 -2.283
H -1.214 3.490 -3.928
H -2.149 3.447 -5.447
H -2.046 1.979 -4.508
H -3.490 4.548 -3.489
H -5.478 3.222 -3.664
H -4.548 1.881 -4.314
H -6.078 4.913 -5.198
H -5.469 4.819 -6.857
H -4.415 5.476 -5.682
H -2.553 3.368 -1.739
H -2.924 1.969 -2.354
C 7.796 0.140 3.427
C 6.633 -0.035 4.378
C 5.400 -0.424 3.576
O 5.160 0.529 2.548
C 4.030 0.196 1.812
N 6.951 -1.109 5.350
H 8.765 0.320 3.903
H 7.639 0.847 2.616
H 7.994 -0.830 2.951
H 6.439 0.903 4.913
H 4.479 -0.536 4.159
H 5.587 -1.391 3.092
H 3.090 0.235 2.381
H 3.989 -0.743 1.250
H 3.782 0.970 1.077
H 7.572 -0.633 6.005
H 6.112 -1.226 5.920
*
```

Mulliken atomic charge list, values in e, 2 entries:
1 As 2.05
2 F -0.35

Entry 2:
Here is 2 unconnected molecules or ions with the total composition C4H12F7N3O2PS at a distorted geometry from the OMol25 dataset. Energies are from the ωB97M-V functional and the def2-TZVPD basis.

Output
* E: -52059.24215 eV
* gap between HOMO and LUMO: 10.17 eV

```
! wB97M-V def2-TZVPD RIJCOSX def2/J DEFGRID3
* xyz -1 1
N 5.017 0.699 1.254
C 3.548 0.833 1.160
C 2.848 -0.485 0.888
C 1.361 -0.341 0.631
C 0.596 0.085 1.871
N -0.808 0.463 1.670
N -0.944 1.825 1.226
S -1.702 -0.603 0.775
O -1.527 -1.915 1.265
O -3.032 -0.152 0.841
F -1.305 -0.472 -0.685
H 5.351 0.257 0.404
H 5.196 0.008 1.977
H 3.224 1.236 2.109
H 3.342 1.538 0.369
H 3.025 -1.197 1.690
H 3.301 -0.895 -0.007
H 1.003 -1.324 0.347
H 1.185 0.310 -0.212
H 1.070 0.963 2.279
H 0.687 -0.687 2.622
H -1.498 1.850 0.374
H -1.548 2.260 1.913
F -4.242 -1.512 -2.158
P -4.059 -0.610 -3.534
F -5.693 -0.479 -3.285
F -2.787 -1.623 -3.861
F -2.943 0.242 -2.656
F -4.191 0.891 -4.229
F -4.475 -1.165 -5.040
*
```

Mulliken atomic charge list, values in e, 2 entries:
1 N -0.71
2 C -0.49

Entry 3:
Here is 2 unconnected molecules or ions with the total composition C2H12N4 at a distorted geometry from the OMol25 dataset. Energies are from the ωB97M-V functional and the def2-TZVPD basis.

Output
* ΔE to the lowest compared entry with this formula, charge and spin: 173.14 kJ/mol
* E: -8226.97415 eV
* gap between HOMO and LUMO: 9.20 eV
* SMILES string: NCN.NCN

```
! wB97M-V def2-TZVPD RIJCOSX def2/J DEFGRID3
* xyz 0 1
N -3.332 -1.516 -0.104
C -2.206 -0.766 0.564
N -2.776 0.537 0.676
H -4.129 -1.726 0.610
H -3.860 -1.026 -0.829
H -1.802 -1.139 1.540
H -1.255 -0.842 0.028
H -2.624 0.987 1.593
H -3.028 1.209 -0.021
N 3.890 0.182 -0.736
C 2.624 0.692 -0.977
N 1.788 0.676 0.186
H 4.607 0.901 -0.688
H 4.006 -0.626 -0.202
H 2.451 1.612 -1.397
H 2.104 0.000 -1.673
H 2.013 1.125 1.046
H 1.528 -0.282 0.384
*
```

Mulliken atomic charge list, values in e, 2 entries:
1 N -0.72
2 C 0.09

Entry 4:
Here is a molecular structure, C32H81N5O8Y at a distorted geometry from the OMol25 dataset. Energies are from the ωB97M-V functional and the def2-TZVPD basis.

Output
* E: -59362.88777 eV
* gap between HOMO and LUMO (spin up / spin down): 3.49 / 7.87 eV

```
! wB97M-V def2-TZVPD RIJCOSX def2/J DEFGRID3
* xyz 0 2
Y -0.164 3.559 -0.332
C 2.925 1.301 -2.888
C 1.513 1.755 -3.113
C 0.676 0.449 -3.317
O 1.174 2.567 -1.996
H 3.268 0.780 -3.781
H 2.966 0.483 -2.169
H 3.652 2.099 -2.739
H 1.339 2.295 -4.043
H 0.651 -0.032 -4.295
H -0.354 0.692 -3.055
H 1.165 -0.309 -2.706
C -0.397 -1.081 0.423
C -0.303 0.254 1.298
C 0.703 0.002 2.473
O -0.246 1.419 0.682
H 0.558 -1.293 -0.058
H -1.169 -0.869 -0.317
H -0.687 -2.009 0.917
H -1.334 0.335 1.643
H 0.611 -0.907 3.066
H 0.627 0.814 3.197
H 1.740 0.033 2.140
C -4.126 -1.148 0.046
O -3.374 -1.835 1.129
H -4.730 -1.850 -0.530
H -4.735 -0.321 0.410
H -3.262 -0.872 -0.559
H -2.607 -1.291 1.325
C -2.216 -1.024 4.284
C -3.642 -0.641 4.403
C -4.061 0.593 3.481
O -3.261 1.810 3.621
C -3.735 2.611 4.637
N -4.316 -1.738 3.934
H -1.844 -1.127 3.265
H -1.872 -1.918 4.804
H -1.648 -0.192 4.700
H -3.974 -0.445 5.422
H -5.130 0.805 3.519
H -3.965 0.382 2.416
H -4.759 2.972 4.543
H -3.129 3.517 4.646
H -3.491 2.248 5.636
H -4.187 -1.985 2.963
H -5.250 -1.370 3.827
C 4.274 3.803 1.624
C 2.844 3.415 1.095
C 1.944 3.610 2.306
O 0.586 3.888 1.951
C -0.310 3.860 3.019
N 2.437 4.276 -0.032
H 4.263 4.796 2.071
H 4.937 3.721 0.763
H 4.564 3.133 2.434
H 2.889 2.399 0.704
H 2.314 4.391 2.970
H 1.911 2.694 2.895
H 0.151 3.958 4.002
H -0.825 2.903 3.094
H -1.047 4.662 2.993
H 3.038 5.088 -0.050
H 2.812 3.796 -0.838
C -4.307 2.576 -1.020
C -2.789 2.874 -1.116
C -2.586 3.831 -2.370
O -1.226 4.264 -2.366
C -0.907 4.807 -3.668
N -2.470 3.538 0.093
H -4.508 2.043 -0.090
H -4.709 1.984 -1.842
H -4.827 3.534 -1.055
H -2.528 1.822 -1.000
H -3.148 4.743 -2.171
H -2.990 3.365 -3.269
H -0.894 3.969 -4.364
H 0.131 5.081 -3.857
H -1.466 5.719 -3.881
H -3.144 4.290 0.088
H -2.781 2.896 0.809
C -2.656 -2.970 -2.890
C -4.162 -3.210 -3.232
C -4.435 -4.071 -4.462
O -4.316 -3.418 -5.727
C -5.287 -2.453 -5.993
N -4.618 -3.918 -2.018
H -2.549 -2.447 -1.939
H -2.332 -2.313 -3.697
H -1.956 -3.805 -2.905
H -4.712 -2.288 -3.423
H -5.438 -4.471 -4.311
H -3.608 -4.779 -4.510
H -5.704 -1.827 -5.204
H -6.067 -2.862 -6.635
H -4.896 -1.818 -6.788
H -4.414 -4.907 -2.047
H -4.024 -3.665 -1.242
C 6.605 -1.617 -1.210
C 5.288 -1.856 -0.371
C 4.266 -2.601 -1.323
C 3.110 -3.146 -0.509
C 3.594 -4.160 0.505
C 4.723 -3.667 1.452
N 5.696 -2.906 0.649
O 6.600 -2.273 1.547
C 4.028 -2.639 2.427
C 5.410 -4.856 2.272
C 4.677 -0.348 0.077
H 7.251 -1.007 -0.577
H 6.253 -1.009 -2.044
H 7.143 -2.534 -1.449
H 3.845 -1.800 -1.930
H 4.682 -3.328 -2.021
H 2.488 -3.539 -1.312
H 2.555 -2.440 0.110
H 4.069 -4.935 -0.096
H 2.680 -4.596 0.908
H 4.621 -2.285 3.270
H 3.452 -1.802 2.032
H 3.130 -3.045 2.892
H 6.133 -4.368 2.925
H 4.702 -5.360 2.929
H 5.805 -5.566 1.545
H 5.144 0.040 0.982
H 3.593 -0.315 0.190
H 4.991 0.279 -0.758
H 7.409 -2.349 1.035
*
```

Mulliken atomic charge list, values in e, 2 entries:
1 Y 1.02
2 C -1.20

Entry 5:
Here is a single C6H12OS molecule at a distorted geometry from the OMol25 dataset. Energies are from the ωB97M-V functional and the def2-TZVPD basis.

Output
* ΔE to the lowest compared entry with this formula, charge and spin: 36.20 kJ/mol
* E: -19299.01108 eV
* gap between HOMO and LUMO: 9.81 eV
* SMILES string: CC[C@@]1([C@@H](C)O)CS1

```
! wB97M-V def2-TZVPD RIJCOSX def2/J DEFGRID3
* xyz 0 1
C -0.495 2.052 0.439
C -1.260 0.785 0.029
C -0.530 -0.515 0.276
C 0.342 -1.043 -0.886
C 1.432 -0.061 -1.295
O 0.987 -2.246 -0.568
C -0.074 -0.832 1.651
S -1.483 -1.840 1.117
H -0.249 2.074 1.523
H -1.079 2.944 0.253
H 0.443 2.151 -0.097
H -1.533 0.843 -1.027
H -2.209 0.751 0.624
H -0.370 -1.175 -1.718
H 2.068 0.191 -0.440
H 1.032 0.855 -1.731
H 2.078 -0.540 -2.046
H 0.307 -2.884 -0.273
H 0.870 -1.380 1.734
H -0.276 -0.129 2.433
*
```

Mulliken atomic charge list, values in e, 2 entries:
1 C -1.06
2 C -0.91

Entry 6:
Here is 2 unconnected molecules or ions with the total composition H4N2OS at a distorted geometry from the OMol25 dataset. Energies are from the ωB97M-V functional and the def2-TZVPD basis.

Output
* ΔE to the lowest compared entry with this formula, charge and spin: 123.47 kJ/mol
* E: -15925.78424 eV
* gap between HOMO and LUMO: 9.53 eV

```
! wB97M-V def2-TZVPD RIJCOSX def2/J DEFGRID3
* xyz 0 1
N 0.855 -1.216 -0.505
N 0.643 1.124 -0.434
O -1.763 -0.265 0.809
S 1.594 -0.018 -0.018
H -1.363 -1.095 1.198
H 0.098 -0.862 -1.080
H -1.066 0.211 0.321
H 1.003 2.120 -0.291
*
```

Mulliken atomic charge list, values in e, 2 entries:
1 N -0.47
2 N -0.64

Entry 7:
Here is 2 unconnected molecules or ions with the total composition C5H8NS2 at a distorted geometry from the OMol25 dataset. Energies are from the ωB97M-V functional and the def2-TZVPD basis.

Output
* ΔE to the lowest compared entry with this formula, charge and spin: 448.02 kJ/mol
* E: -28463.11716 eV
* gap between HOMO and LUMO (spin up / spin down): 8.11 / 7.50 eV

```
! wB97M-V def2-TZVPD RIJCOSX def2/J DEFGRID3
* xyz 1 1
C -3.168 -0.460 0.949
C -3.398 0.339 -0.120
C -0.810 -0.049 -0.056
C 2.042 -0.733 0.692
C 2.069 0.815 -1.127
N 1.541 0.404 0.090
S -1.481 -0.864 1.252
S -1.979 0.924 -0.906
H -3.829 -1.174 1.454
H -4.316 0.864 -0.236
H 2.931 -0.202 1.062
H 2.286 -1.620 -0.027
H 1.434 -1.102 1.415
H 3.047 1.269 -1.017
H 1.453 1.703 -1.563
H 2.178 -0.114 -1.861
*
```

Mulliken atomic charge list, values in e, 2 entries:
1 C -0.27
2 C -0.25

Entry 8:
Here is 2 unconnected molecules or ions with the total composition H3OP at a distorted geometry from the OMol25 dataset. Energies are from the ωB97M-V functional and the def2-TZVPD basis.

Output
* ΔE to the lowest compared entry with this formula, charge and spin: 243.53 kJ/mol
* E: -11381.75285 eV
* gap between HOMO and LUMO (spin up / spin down): 8.31 / 8.40 eV

```
! wB97M-V def2-TZVPD RIJCOSX def2/J DEFGRID3
* xyz 0 1
O 0.494 -0.488 -0.844
P 0.383 0.181 0.632
H 0.753 -1.370 -1.107
H 0.293 1.484 0.250
H -1.924 0.193 1.068
*
```

Mulliken atomic charge list, values in e, 2 entries:
1 O -0.47
2 P 0.14